1.
Computed, not measured: 7 unconnected molecules or ions with the total composition C53H73I2N8O4 in a non-equilibrium geometry, with ωB97M-V with the def2-TZVPD basis set.

Charge ... +1
Molecular weight ... 1140.027 g mol⁻¹
Calculated total energy ... -3397.4272 Eh
Multiplicity ... 1
Highest occupied orbital energy ... -10.951 eV

Each line ends with the Mulliken charge.
Element x y z (Å)
I  1.223  1.241  0.655  -0.007
I  -1.899  -2.448  1.902  0.133
O  -2.381  2.525  -6.575  -0.495
O  1.042  4.963  2.275  -0.501
O  -1.596  3.041  -0.668  -0.276
O  -1.541  4.077  1.397  -0.197
N  -6.742  1.673  1.164  -0.391
N  2.021  -0.780  -7.525  -0.317
N  4.499  -2.139  1.533  -0.368
N  2.984  1.103  7.744  -0.565
N  -6.829  -2.650  1.342  -0.240
N  8.307  -1.096  6.069  -0.267
N  -0.680  0.721  -2.220  1.385
N  2.744  -1.753  -2.769  -0.510
C  6.025  -2.899  3.220  -0.477
C  2.196  -0.835  -3.432  0.493
C  8.780  0.137  6.253  0.027
C  4.977  -0.909  1.715  0.013
C  10.291  -0.567  7.949  -0.092
C  6.509  -1.612  3.397  0.333
C  -0.033  -0.620  -2.348  -1.124
C  -4.011  -2.124  -0.615  -2.171
C  -1.068  1.933  -4.367  -0.781
C  2.412  0.501  5.496  -0.381
C  -7.593  -1.593  1.619  -0.122
C  -3.112  2.948  -5.434  -0.892
C  0.701  -0.961  -3.645  -0.717
C  -0.255  1.817  -3.067  -1.223
C  -1.029  -4.215  -1.751  -1.657
C  -6.378  2.966  -0.822  -0.430
C  -1.269  5.416  1.781  -0.342
C  -2.228  3.976  0.189  -0.583
C  -7.938  3.722  0.813  -0.423
C  -8.757  -4.043  1.632  -0.580
C  -1.996  -1.854  -2.993  -2.062
C  0.408  -0.762  0.846  0.197
C  4.616  0.086  6.310  -0.422
C  -1.133  -0.773  0.743  -0.959
C  -1.086  -1.586  -1.787  1.808
C  -8.944  -1.682  1.916  -0.626
C  -0.345  -2.902  -1.404  -0.354
C  8.825  -2.065  6.824  -0.165
C  -2.522  2.332  -4.169  0.388
C  -7.414  -3.847  1.352  -0.189
C  -9.536  -2.934  1.921  -0.256
C  0.981  -1.268  2.179  -1.641
C  9.766  0.453  7.172  -0.818
C  -6.139  1.871  -0.007  -0.066
C  -2.361  1.859  -0.858  -1.991
C  2.593  -1.833  -6.943  0.322
C  2.111  1.031  6.741  -0.387
C  3.863  -2.372  -8.877  -0.192
C  2.959  0.316  -4.009  -1.707
C  5.975  -0.594  2.623  -0.800
C  -1.756  -0.745  -0.663  3.902
C  5.027  -3.109  2.279  -0.368
C  9.812  -1.854  7.774  -0.716
C  -7.624  2.592  1.554  -0.402
C  -0.168  5.474  2.801  -0.663
C  3.694  0.020  5.279  0.250
C  -7.299  3.911  -0.400  -0.464
C  3.515  -2.656  -7.567  -0.840
C  -1.545  0.662  -1.294  -0.443
C  2.369  -0.521  -8.784  -0.259
C  3.278  -1.283  -9.502  -0.465
C  -3.315  -0.738  -0.646  -1.834
C  4.210  0.634  7.518  -0.363
H  6.411  -3.725  3.802  0.400
H  -6.766  -4.687  1.125  0.367
H  -3.281  3.736  0.344  0.343
H  -3.686  -0.209  -1.514  0.255
H  0.791  -0.513  -1.651  -0.385
H  -2.998  2.361  -7.298  0.315
H  4.526  -0.138  1.098  0.357
H  -0.976  1.049  -4.984  0.234
H  0.550  -1.984  -3.950  0.681
H  -2.141  5.843  2.273  0.239
H  4.897  0.703  8.354  0.367
H  -2.196  4.937  -0.318  0.432
H  -3.291  -2.925  -0.680  0.095
H  -3.100  1.454  -3.892  -0.029
H  -1.495  -2.440  -3.742  0.590
H  -2.025  -4.326  -1.339  0.261
H  0.445  -0.873  3.033  0.549
H  4.578  -2.990  -9.403  0.400
H  -0.001  6.530  3.004  0.321
H  -8.099  2.406  2.511  0.428
H  2.956  1.136  -3.294  0.406
H  -9.517  -0.791  2.136  0.384
H  1.428  4.350  2.914  0.302
H  -10.589  -3.046  2.147  0.368
H  1.661  0.465  4.717  0.252
H  -7.517  4.780  -1.008  0.418
H  -4.156  2.665  -5.533  0.479
H  8.339  0.905  5.626  0.410
H  0.637  -2.907  -1.865  0.186
H  8.423  -3.057  6.653  0.414
H  -2.300  -0.925  -3.472  0.103
H  -9.180  -5.038  1.625  0.377
H  1.122  1.421  6.956  0.363
H  1.983  -0.868  2.242  0.277
H  4.623  -4.101  2.110  0.347
H  10.194  -2.678  8.360  0.361
H  3.748  -1.599  -2.686  0.341
H  1.094  -2.342  2.185  0.354
H  -5.430  1.104  -0.301  0.448
H  -0.300  2.776  -2.572  0.835
H  -4.715  -2.185  -1.429  0.486
H  3.970  -0.402  4.322  0.418
H  -2.863  1.643  0.076  1.023
H  -0.432  -5.009  -1.318  0.523
H  -8.665  4.433  1.179  0.380
H  -7.086  -0.634  1.597  0.478
H  -0.960  6.045  0.948  0.389
H  -2.572  3.091  -3.396  -0.084
H  0.447  -0.321  -4.483  0.256
H  0.767  1.678  -3.376  0.060
H  -4.526  -2.263  0.322  0.452
H  -3.607  -0.209  0.250  1.000
H  -0.457  5.016  3.742  0.392
H  2.514  0.706  -4.917  0.356
H  3.521  -1.027  -10.523  0.361
H  10.113  1.472  7.276  0.360
H  -2.902  -2.388  -2.742  0.586
H  -1.510  0.087  1.278  0.861
H  3.948  -3.496  -7.040  0.376
H  -5.857  3.074  -1.765  0.468
H  0.895  -1.366  0.104  0.153
H  3.989  0.049  -4.201  0.513
H  11.063  -0.361  8.679  0.382
H  6.319  0.426  2.728  0.368
H  7.285  -1.405  4.132  0.311
H  -0.585  2.732  -4.917  0.904
H  -3.144  2.042  -1.586  0.150
H  5.628  -0.281  6.181  0.473
H  1.890  0.342  -9.233  0.373
H  -3.085  4.033  -5.368  0.284
H  -1.055  -4.422  -2.810  0.373
H  -0.162  -2.917  -0.339  0.048
H  2.285  -2.019  -5.919  0.213

2.
Computed, not measured: 2 unconnected molecules or ions with the total composition C5H7NO2 in a non-equilibrium geometry, with ωB97M-V with the def2-TZVPD basis set.

Charge ... 0
Molecular weight ... 113.116 g mol⁻¹
Calculated total energy ... -399.9157 Eh
Multiplicity ... 1
Highest occupied orbital energy ... -10.471 eV
Relative energy (zero: lowest compared OMol25 entry of this formula, charge and spin) ... 1.357 eV

Each line ends with the natural charge from an NBO analysis.
Element x y z (Å)
O  -2.194  1.790  0.313  -0.470
O  4.230  0.395  0.351  -0.951
N  1.643  1.599  -0.567  -0.331
C  0.835  0.866  -0.164  0.306
C  -0.804  -1.158  -0.382  -0.376
C  -2.264  -0.641  -0.306  -0.528
C  -0.304  0.123  0.355  -0.454
C  -1.730  0.699  0.155  0.632
H  -2.870  -1.121  0.476  0.246
H  -0.156  -0.066  1.430  0.272
H  -0.597  -2.092  0.149  0.225
H  3.599  0.318  1.073  0.463
H  -0.435  -1.219  -1.410  0.229
H  -2.840  -0.609  -1.239  0.249
H  3.887  1.119  -0.233  0.489

3.
Computed, not measured: a molecular structure, C6H10BrCl3N2O in a non-equilibrium geometry, with ωB97M-V with the def2-TZVPD basis set.

Charge ... 0
Molecular weight ... 312.422 g mol⁻¹
Calculated total energy ... -4373.8488 Eh
Multiplicity ... 1
Highest occupied orbital energy ... -9.311 eV
Relative energy (zero: lowest compared OMol25 entry of this formula, charge and spin) ... 1.531 eV

Each line ends with the natural charge from an NBO analysis.
Element x y z (Å)
Br  -2.578  -2.002  -0.173  0.112
Cl  -3.447  -0.604  -2.735  0.027
Cl  -4.094  1.561  -0.709  -0.022
Cl  -1.931  0.554  1.162  0.061
O  2.492  -0.700  1.114  -0.568
N  -1.822  1.474  -2.025  -0.656
N  -0.411  -0.215  -1.081  -0.431
C  3.196  -0.770  2.402  -0.249
C  -2.800  0.585  -1.548  0.086
C  1.110  -0.361  1.160  -0.082
C  0.715  -0.676  -0.312  -0.270
C  -0.494  1.250  -1.496  -0.074
C  -2.008  -0.182  -0.383  -0.052
H  -0.502  1.840  -0.594  0.167
H  3.698  0.181  2.623  0.177
H  -1.754  1.330  -3.102  0.395
H  2.484  -0.989  3.240  0.171
H  1.103  0.738  1.403  0.167
H  0.304  1.731  -2.141  0.221
H  1.668  -0.518  -0.934  0.239
H  0.606  -1.709  -0.265  0.209
H  0.559  -0.967  1.962  0.182
H  3.905  -1.550  2.430  0.191

4.
Computed, not measured: a single C4H10N2O molecule, with ωB97M-V with the def2-TZVPD basis set.

Charge ... 0
Molecular weight ... 102.137 g mol⁻¹
Calculated total energy ... -343.1695 Eh
Multiplicity ... 1
Highest occupied orbital energy ... -9.533 eV
Relative energy (zero: lowest compared OMol25 entry of this formula, charge and spin) ... 0.869 eV

Each line ends with the natural charge from an NBO analysis.
Element x y z (Å)
O  1.502  -2.410  1.671  -0.609
N  1.364  -0.736  0.115  -0.616
N  -1.610  1.399  0.695  -0.830
C  1.835  -1.896  0.629  0.531
C  -0.778  0.454  -1.449  -0.632
C  0.450  0.178  0.785  -0.230
C  -0.896  0.302  0.062  -0.055
H  -1.775  0.495  -1.879  0.214
H  -1.099  2.269  0.597  0.349
H  1.762  -0.485  -0.777  0.389
H  0.913  1.164  0.844  0.185
H  -0.249  1.369  -1.702  0.199
H  -1.454  -0.607  0.319  0.191
H  -2.530  1.510  0.294  0.361
H  -0.265  -0.397  -1.906  0.209
H  2.564  -2.344  -0.052  0.101
H  0.265  -0.263  1.754  0.244